1.
# C30H21F3N3NdO5PS2

C30H21F3N3NdO5PS2 as an isolated structure (ωB97M-V/def2-TZVPD, the OMol25 dataset).

**Relative energy (zero: lowest compared OMol25 entry of this formula, charge and spin)**: 0.000 eV
**E_LUMO (alpha / beta)**: -0.1425 / -0.1424 Eh
**DFT total energy**: -3694.9370 hartree
**HOMO level (alpha / beta)**: -9.91 / -9.91 eV

```
! wB97M-V def2-TZVPD RIJCOSX def2/J DEFGRID3
* xyz 1 4
Nd 2.47 -1.10 -0.27
S 5.82 -4.84 0.82
S 3.38 1.51 0.98
P -1.12 0.69 -1.04
F 2.39 4.03 0.49
F 3.64 3.29 -1.24
F 4.56 3.84 0.68
O 0.60 -1.52 -1.63
O 1.95 1.02 0.70
O 3.65 2.01 2.32
O 4.23 0.53 0.26
O 2.38 -0.43 -2.43
N 1.92 -3.96 3.21
N 1.56 -2.35 1.66
N 3.98 -3.12 0.20
C -5.10 0.22 -1.81
C -4.26 -1.84 -0.85
C -2.27 2.46 0.70
C 0.29 0.22 -3.34
C -3.01 -1.29 -0.78
C 5.17 -3.58 -0.21
C 3.52 3.27 0.14
C 4.52 -4.57 1.94
C -1.32 2.33 -0.35
C 1.09 -0.68 -2.48
C -0.47 -1.31 2.88
C -1.63 4.76 0.93
C -1.24 -1.45 4.04
C -2.79 0.03 -1.17
C 0.46 0.48 -4.71
C -1.10 -2.54 4.91
C -3.83 0.77 -1.75
C -0.09 -3.47 4.74
C -0.43 1.31 -5.48
C 2.36 -3.38 2.06
C 0.60 -2.19 2.75
C -1.23 2.20 -4.83
C -1.30 2.04 -3.42
C 3.56 -3.75 1.38
C -2.33 3.65 1.40
C -5.30 -1.14 -1.44
C -0.49 3.38 -0.68
C 0.80 -3.27 3.69
C -0.66 4.63 -0.05
C -0.69 1.01 -2.75
H -2.88 3.67 2.36
H 4.55 -4.99 2.96
H 1.27 -0.06 -5.21
H 0.25 3.26 -1.46
H 2.37 -4.82 3.51
H -1.84 -2.70 5.68
H -1.98 -0.69 4.29
H -1.75 5.68 1.48
H -3.71 1.81 -2.07
H -1.63 3.11 -5.31
H -0.05 5.51 -0.26
H -2.16 -1.76 -0.28
H -0.62 -0.55 2.13
H -0.01 -4.34 5.37
H -1.77 2.80 -2.79
H -0.41 1.21 -6.56
H 5.62 -3.16 -1.06
H -5.92 0.86 -2.03
H -2.86 1.61 1.04
H -6.28 -1.56 -1.57
H -4.44 -2.79 -0.37
*
```

---

2.
# C21H16AgN3S3

C21H16AgN3S3 as an isolated structure (ωB97M-V/def2-TZVPD, the OMol25 dataset).

**Relative energy (zero: lowest compared OMol25 entry of this formula, charge and spin)**: 0.000 eV
**E_LUMO**: 0.1451 Eh
**DFT total energy**: -2315.7177 hartree
**HOMO level**: -0.88 eV

```
! wB97M-V def2-TZVPD RIJCOSX def2/J DEFGRID3
* xyz -2 1
Ag -0.07 -0.43 2.92
S 2.29 0.72 3.08
S 1.88 -2.16 2.60
S -3.80 0.62 -0.27
N 6.08 0.86 3.12
N 5.48 -3.32 2.41
N -1.46 0.14 0.70
C 1.31 0.43 -4.86
C -1.29 0.30 -0.66
C -4.49 0.35 2.75
C 1.38 0.24 -3.35
C -2.71 -0.26 4.76
C -2.46 0.56 -1.38
C 2.33 1.30 -2.77
C -2.40 0.73 -2.75
C -4.96 0.25 4.05
C -2.68 0.27 1.07
C 4.36 -1.03 2.79
C 2.96 -0.84 2.81
C 1.96 -1.16 -3.07
C -2.18 -0.16 3.46
C -3.14 0.15 2.48
C 0.01 0.36 -2.67
C 4.94 -2.31 2.58
C 5.28 0.03 2.99
C -1.17 0.62 -3.38
C -0.07 0.19 -1.30
C -4.05 -0.06 5.06
H 1.94 2.30 -2.95
H -2.04 -0.50 5.58
H 0.93 1.42 -5.12
H -1.13 0.75 -4.46
H 2.31 0.33 -5.29
H 0.67 -0.32 -5.33
H 2.08 -1.34 -2.00
H 2.46 1.18 -1.69
H 3.31 1.22 -3.23
H 0.80 -0.01 -0.69
H 2.94 -1.26 -3.54
H -4.40 -0.15 6.09
H -3.29 0.93 -3.33
H -5.19 0.59 1.96
H -6.01 0.40 4.27
H 1.30 -1.94 -3.47
*
```

---

3.
# C43H44B2N6O19

A 7-piece molecular cluster, C43H44B2N6O19 overall (ωB97M-V/def2-TZVPD, the OMol25 dataset).

**E_LUMO**: -0.0304 Eh
**SMILES string**: CCOB(O)C1(B(O)OCC)COC(=O)O1.O=[N+]([O-])c1ccccc1.O=[N+]([O-])c1ccccc1.O=[N+]([O-])c1ccccc1.O=[N+]([O-])c1ccccc1.O=[N+]([O-])c1ccccc1.O=[N+]([O-])c1ccccc1
**DFT total energy**: -3472.3525 hartree
**HOMO level**: -9.59 eV

```
! wB97M-V def2-TZVPD RIJCOSX def2/J DEFGRID3
* xyz 0 1
O -3.37 -1.89 6.21
O 2.33 6.92 0.17
O -0.21 -1.68 1.86
O 3.68 -0.26 -2.56
O -5.40 -2.12 5.53
O 5.02 -1.80 -3.26
O 3.69 6.40 -1.59
O -0.68 -0.88 -0.08
O 2.85 2.61 -1.84
O 3.08 4.26 -3.54
O 7.04 -3.36 -6.28
O 7.09 -3.29 -8.43
O -7.56 1.24 2.80
O -4.92 -7.11 2.12
O -4.72 -5.01 1.64
O -5.69 2.20 3.29
O 4.05 8.25 -0.43
O 5.24 3.82 -0.66
O 4.39 5.04 1.23
N -4.57 -1.80 6.37
N -4.29 -6.07 2.08
N 6.61 -3.66 -7.38
N -6.74 2.14 2.68
N -0.98 -1.19 1.06
N 4.51 -0.69 -3.34
C 1.82 2.37 -0.86
C 3.81 -5.74 -8.71
C -5.06 -1.27 7.65
C 6.58 4.01 -0.18
C 5.42 -4.52 -7.43
C -2.18 -4.90 2.59
C 1.86 5.74 -0.51
C -2.91 -6.08 2.58
C 4.75 2.23 -5.64
C 4.37 1.43 -4.57
C 4.92 0.17 -4.46
C -4.61 -0.40 9.83
C -2.37 -7.26 3.07
C -7.58 5.22 -0.09
C -1.08 -7.26 3.56
C 3.22 -6.17 -7.53
C -0.34 -6.09 3.58
C -6.11 4.23 1.54
C -6.88 -0.72 9.09
C 4.84 -4.94 -6.25
C 5.65 1.76 -6.58
C -6.39 5.23 0.62
C 6.20 0.49 -6.45
C -4.15 -0.88 8.61
C -4.05 -1.10 3.18
C -3.28 -0.45 0.59
C -2.37 -0.97 1.49
C -5.97 -0.33 10.07
C -8.50 4.20 0.12
C -4.60 -0.26 0.99
C -6.42 -1.19 7.88
C 1.65 0.85 -0.56
C -4.98 -0.59 2.29
C -2.74 -1.29 2.78
C 5.83 -0.31 -5.38
C 3.12 5.14 -1.12
C 3.41 7.32 -0.58
C 4.92 -4.90 -8.66
C -0.89 -4.91 3.09
C 3.73 -5.77 -6.30
C 7.48 2.97 -0.93
C -7.04 3.22 1.73
C -8.23 3.19 1.03
B 2.99 3.94 -2.17
B 4.31 4.66 -0.11
H 3.67 4.65 1.75
H 8.13 2.41 -0.24
H 5.37 -4.57 -9.58
H -8.95 2.40 1.18
H 1.18 5.07 0.05
H 6.91 0.12 -7.18
H -9.43 4.19 -0.44
H 6.69 3.84 0.90
H -5.67 6.03 0.46
H 1.30 6.20 -1.36
H -7.13 -1.50 7.12
H 0.67 -6.09 3.98
H 4.33 3.23 -5.74
H 6.26 -1.30 -5.29
H 1.73 0.31 -1.51
H -2.95 -8.18 3.06
H 3.26 -6.11 -5.38
H -5.32 0.14 0.30
H -2.02 -1.69 3.49
H 5.94 2.39 -7.42
H -3.08 -0.94 8.43
H 2.07 2.85 0.11
H 3.41 -6.05 -9.66
H 6.81 2.23 -1.39
H -7.79 6.00 -0.81
H -5.18 4.25 2.09
H -2.60 -3.98 2.20
H 2.18 4.14 -3.87
H -2.99 -0.19 -0.42
H 2.40 0.48 0.15
H -4.35 -1.35 4.20
H -7.94 -0.65 9.28
H 0.62 0.67 -0.17
H 2.35 -6.83 -7.57
H 6.98 5.01 -0.39
H 5.23 -4.63 -5.29
H 0.87 2.73 -1.28
H -3.91 -0.10 10.59
H 3.67 1.80 -3.84
H -6.01 -0.45 2.60
H -0.31 -3.99 3.10
H -6.33 0.04 11.03
H -0.65 -8.18 3.95
H 8.02 3.45 -1.76
*
```

---

4.
# C6H10N2

One molecule with the formula C6H10N2 (ωB97M-V/def2-TZVPD, the OMol25 dataset).

**Relative energy (zero: lowest compared OMol25 entry of this formula, charge and spin)**: 6.747 eV
**E_LUMO**: 0.0358 Eh
**SMILES string**: CC1=C([C@H]2CN2N)C1
**DFT total energy**: -343.8888 hartree
**HOMO level**: -8.44 eV

```
! wB97M-V def2-TZVPD RIJCOSX def2/J DEFGRID3
* xyz 0 1
N 2.04 -0.42 -0.47
N 3.31 -0.10 -1.08
C -1.63 -0.57 -1.34
C -1.90 -0.08 0.07
C 1.04 0.51 -0.26
C 1.68 -0.08 0.96
C -2.86 0.32 1.09
C -0.66 -0.03 -0.37
H 3.93 0.42 -0.42
H -3.28 1.37 0.97
H 1.20 -0.74 1.57
H -1.82 -1.55 -1.60
H 3.61 -1.02 -1.36
H -3.63 -0.47 1.12
H 2.36 0.40 1.55
H -2.44 0.44 2.11
H 0.89 1.54 -0.40
H -1.85 0.07 -2.14
*
```

---

5.
# C6H30O9

A 9-piece molecular cluster, C6H30O9 overall (ωB97M-V/def2-TZVPD, the OMol25 dataset).

**Relative energy (zero: lowest compared OMol25 entry of this formula, charge and spin)**: 2.763 eV
**E_LUMO**: -0.0081 Eh
**SMILES string**: CC(C)O.CC(C)O.O.O.O.O.O.O.O
**DFT total energy**: -923.7019 hartree
**HOMO level**: -10.25 eV

```
! wB97M-V def2-TZVPD RIJCOSX def2/J DEFGRID3
* xyz 0 1
O 1.13 -2.51 1.67
O 3.85 -1.48 -1.45
O 2.36 4.61 0.01
O -1.36 0.05 -1.80
O -2.48 0.87 2.01
O -1.72 3.27 -3.90
O -4.83 -3.60 -2.24
O -4.55 3.02 -0.90
O -1.31 -2.85 -4.15
C 1.20 4.68 2.03
C -0.50 -4.26 1.62
C 0.88 -3.77 1.17
C 1.92 3.77 0.97
C 2.02 -4.63 1.51
C 3.09 2.99 1.55
H 1.97 -5.67 1.16
H 3.92 3.57 1.95
H -4.03 -3.30 -2.68
H -0.61 -4.06 2.69
H -2.38 1.30 2.86
H 1.15 3.13 0.55
H -1.55 3.47 -4.82
H 1.31 -2.51 2.61
H -4.14 2.71 -0.09
H -0.67 -5.32 1.44
H 1.52 4.95 -0.30
H 2.68 2.30 2.28
H -1.58 4.10 -3.44
H -1.14 0.33 -0.91
H -5.21 -2.80 -1.88
H -1.34 -2.06 -3.61
H -3.83 3.06 -1.53
H -1.28 -3.71 1.10
H 2.22 -4.59 2.58
H 1.87 5.53 2.19
H -1.60 0.85 -2.26
H 3.04 -1.34 -0.96
H -0.48 -3.26 -3.93
H 0.31 5.14 1.61
H 4.13 -0.60 -1.71
H -2.17 -0.03 2.16
H 3.47 2.39 0.72
H 1.05 4.18 2.98
H 0.79 -3.64 0.09
H 2.91 -4.26 1.01
*
```

---

6.
# ClLi2

ClLi2 as an isolated structure (ωB97M-V/def2-TZVPD, the OMol25 dataset).

**E_LUMO (alpha / beta)**: -0.0319 / 0.0113 Eh
**DFT total energy**: -475.2713 hartree
**HOMO level (alpha / beta)**: -3.73 / -10.32 eV

```
! wB97M-V def2-TZVPD RIJCOSX def2/J DEFGRID3
* xyz 0 2
Cl 0.51 0.01 0.51
Li -0.15 2.07 -0.33
Li -0.36 -2.08 -0.18
*
```

---

7.
# C13H25ClFN2O2

A 2-piece molecular cluster, C13H25ClFN2O2 overall (ωB97M-V/def2-TZVPD, the OMol25 dataset).

**Relative energy (zero: lowest compared OMol25 entry of this formula, charge and spin)**: 2.626 eV
**E_LUMO**: -0.1715 Eh
**DFT total energy**: -1330.0327 hartree
**HOMO level**: -11.77 eV

```
! wB97M-V def2-TZVPD RIJCOSX def2/J DEFGRID3
* xyz 1 1
Cl 3.37 2.27 0.57
F -1.14 5.08 2.34
O -0.51 5.90 0.20
O 0.63 -1.54 -1.39
N 1.70 -4.07 -0.54
N -1.10 2.04 0.19
C -0.86 0.74 0.95
C 0.54 -4.03 -1.44
C 1.02 -1.14 -2.70
C -2.58 2.08 2.27
C -0.21 -2.69 -1.34
C -1.22 5.17 0.90
C 2.64 0.57 0.48
C -2.06 0.55 2.03
C -2.31 4.16 0.24
C 1.00 -4.37 -2.86
C 1.69 0.23 1.74
C -2.00 2.71 0.92
C 0.42 1.19 1.89
H 2.25 -3.23 -0.72
H 0.23 -1.32 -3.43
H 1.31 -0.85 1.62
H 1.88 -3.80 -3.16
H -0.65 2.36 -0.68
H -2.13 2.55 3.23
H 2.37 0.28 2.67
H 1.27 -5.42 -2.93
H 1.37 -3.95 0.42
H 3.53 -0.17 0.51
H 1.24 -0.07 -2.68
H -0.70 -2.65 -0.36
H -1.01 -2.61 -2.09
H -0.71 -0.14 0.24
H -3.02 0.04 1.68
H 0.21 -4.18 -3.59
H -3.71 2.25 2.35
H 0.02 1.25 2.96
H -0.16 -4.82 -1.14
H -2.22 4.12 -0.91
H 0.75 2.26 1.61
H -3.39 4.50 0.47
H 2.11 0.37 -0.52
H -1.79 0.03 3.00
H 1.94 -1.66 -2.99
*
```

---

8.
# C28H43BrHfN2P2

C28H43BrHfN2P2 as an isolated structure (ωB97M-V/def2-TZVPD, the OMol25 dataset).

**E_LUMO (alpha / beta)**: -0.5635 / -0.5634 Eh
**DFT total energy**: -4505.3553 hartree
**HOMO level (alpha / beta)**: -19.05 / -19.05 eV

```
! wB97M-V def2-TZVPD RIJCOSX def2/J DEFGRID3
* xyz 4 1
Hf 0.18 -0.22 0.20
Br 6.51 -3.77 0.90
P 1.40 1.69 1.43
P -1.90 1.09 -0.60
N -0.49 1.18 -5.72
N -0.52 -2.00 1.03
C 4.99 -2.87 0.19
C 0.37 1.91 -5.01
C 2.81 -1.63 -0.75
C -2.56 3.18 -2.57
C -1.56 2.68 -1.52
C 3.01 1.91 0.57
C -2.18 -5.07 1.29
C 4.06 -2.46 1.13
C 1.73 1.17 3.15
C -0.36 -0.59 -4.12
C 0.58 3.33 1.50
C 3.80 -2.05 -1.67
C 1.70 -0.91 -1.26
C -0.83 -0.05 -5.32
C 2.92 -1.86 0.64
C -2.98 0.16 -1.77
C 4.91 -2.70 -1.19
C 0.51 0.19 -3.34
C -3.08 1.65 0.73
C 3.71 3.26 0.78
C 0.91 1.46 -3.80
C 1.02 4.25 2.64
C 0.92 -0.28 -2.06
C -4.01 2.84 0.50
C 3.02 1.69 3.78
C -4.47 0.52 -1.89
C -0.77 -3.05 1.47
C -1.13 -4.28 2.10
H 0.43 5.18 2.60
H 3.66 1.08 0.88
H -2.44 1.86 1.61
H 3.91 1.39 3.21
H 0.86 1.46 3.75
H -3.10 -4.49 1.19
H -0.19 -4.86 2.20
H 4.23 -2.63 2.18
H 3.09 4.10 0.43
H -1.50 -4.03 3.11
H -0.59 2.53 -2.02
H -0.65 -1.59 -3.79
H 0.73 3.82 0.52
H -1.39 3.46 -0.77
H 4.63 3.27 0.19
H 1.62 2.05 -3.23
H 3.02 2.78 3.89
H 2.07 4.53 2.56
H 3.62 -1.84 -2.73
H -2.42 -6.01 1.78
H 1.74 0.06 3.14
H -4.95 -0.17 -2.59
H -3.47 3.77 0.27
H 2.10 -1.59 1.35
H -2.50 0.20 -2.76
H 2.81 1.75 -0.50
H -2.17 4.12 -3.01
H 0.84 3.79 3.62
H -3.55 3.42 -2.16
H -4.76 2.66 -0.28
H -5.00 0.43 -0.93
H -4.64 1.53 -2.29
H 0.66 2.89 -5.39
H 3.13 1.26 4.79
H 5.68 -3.06 -1.87
H -3.67 0.76 0.99
H -1.80 -5.30 0.29
H -4.57 3.02 1.43
H -1.51 -0.63 -5.95
H -2.90 -0.90 -1.46
H -2.68 2.48 -3.41
H 3.99 3.42 1.82
H -0.51 3.13 1.56
*
```